Entry 1:
100
Properties=species:S:1:pos:R:3:forces:R:3 method="wB97M-V/def2-TZVPD" lumo_energy_ev="-5.34 / -7.96" orbital_gap_ha="0.2494 / 0.1517" homo_ev="-12.12 / -12.09" energy_ev=-226575.75092 total_charge=+2 multiplicity=5 relative_energy_kcal_mol=53.40
Ru 1.714937 -0.333157 -0.764731 -0.4 -0.2 0.0
C -0.434257 -0.412180 -4.791391 0.0 0.2 0.1
Sb 1.184778 -0.451008 -3.404956 0.3 -0.2 0.3
C 1.675803 -2.533779 -3.455569 0.0 0.0 -0.1
C 2.775783 0.404867 -4.575334 0.0 0.2 -0.2
C 3.806293 -0.603664 -4.975963 0.1 0.0 0.1
C 3.585679 -1.387503 -6.106684 0.0 0.0 0.0
C 4.490559 -2.360367 -6.497337 0.0 0.0 0.0
C 5.646004 -2.556600 -5.755506 0.0 0.0 0.0
C 5.882185 -1.773567 -4.636403 0.0 0.0 0.0
C 4.975826 -0.795652 -4.226278 -0.1 -0.1 0.0
C 5.297678 0.024278 -3.008371 0.1 0.1 -0.1
Sb 4.302591 -0.582104 -1.212906 -0.2 -0.1 0.0
C 5.067448 -2.548748 -1.015504 0.0 0.0 0.0
C 5.388888 0.515867 0.234513 0.1 0.0 0.0
H -0.748288 -1.440768 -4.957326 0.0 0.0 0.0
H -0.044873 0.010855 -5.716637 -0.1 0.0 0.0
H -1.277033 0.183315 -4.447928 0.0 0.0 0.1
H 2.728252 -2.640817 -3.720058 0.0 0.0 0.0
H 1.072436 -3.040221 -4.208564 0.0 0.0 0.0
H 1.494943 -2.997891 -2.486531 0.0 0.0 0.0
H 3.202518 1.217053 -3.991158 -0.1 0.0 0.0
H 2.312120 0.854039 -5.455338 0.0 0.0 0.0
H 2.690072 -1.225030 -6.697919 0.0 0.0 0.0
H 4.300189 -2.951820 -7.383260 0.0 0.0 0.0
H 6.369695 -3.302954 -6.055530 0.0 0.0 0.0
H 6.802051 -1.909227 -4.077965 0.0 0.0 0.0
H 5.109672 1.088037 -3.161413 0.0 0.0 0.0
H 6.356537 -0.079012 -2.764825 0.0 0.0 0.0
H 5.924758 -2.538304 -0.344629 0.0 0.0 0.0
H 5.380099 -2.897311 -1.999496 0.0 0.0 0.0
H 4.315722 -3.229269 -0.622961 0.0 0.0 0.0
H 6.440587 0.237073 0.183799 0.0 0.0 0.0
H 4.997412 0.292026 1.225826 0.0 0.0 0.0
H 5.289629 1.582881 0.044290 0.0 0.0 0.0
Se -3.149648 -1.443203 3.725983 0.0 -0.2 0.2
P -3.174224 0.361914 2.693139 0.0 0.3 -0.3
C -2.772855 1.875839 3.599843 0.0 -0.1 0.1
C -3.747751 2.405318 4.444172 0.0 0.0 0.1
C -3.465961 3.519330 5.217658 0.0 0.0 0.0
C -2.212093 4.115025 5.154539 0.0 0.0 0.0
C -1.240959 3.597941 4.309462 0.0 0.0 0.0
C -1.522422 2.480793 3.536025 0.0 0.1 -0.1
C -4.720741 0.757525 1.842453 0.0 0.0 0.0
C -5.775687 -0.143740 1.879696 0.0 0.0 0.0
C -6.975841 0.170769 1.253302 0.0 0.0 0.0
C -7.116063 1.382037 0.594815 0.0 0.0 0.0
C -6.059409 2.288224 0.558721 0.0 0.0 0.0
C -4.864403 1.980009 1.184085 0.0 0.0 0.0
C -1.959492 0.300259 1.330977 0.2 0.1 0.0
C -0.592533 -0.034819 1.267943 0.0 -0.1 0.0
N -0.271008 -0.085227 -0.036330 0.2 0.1 -0.2
N -1.357307 0.223055 -0.739727 0.0 0.0 0.0
N -2.374895 0.432997 0.069531 -0.1 -0.1 -0.1
P 0.793791 -0.376860 2.367070 0.0 0.0 -0.1
Se 2.025738 -1.776251 1.193421 0.1 0.1 0.1
C 1.756470 1.144633 2.470165 -0.1 0.1 0.0
C 1.686753 2.091966 1.444736 0.0 0.0 0.1
C 2.534860 3.188438 1.458506 0.0 0.0 0.0
C 3.448008 3.347801 2.493701 0.0 0.0 0.0
C 3.512662 2.411067 3.515146 0.0 0.0 0.0
C 2.672705 1.306451 3.505325 0.1 -0.1 0.0
C 0.401102 -0.976284 3.988443 0.0 0.0 0.0
C 0.104986 -0.082693 5.019397 0.0 0.1 0.0
C -0.230118 -0.575073 6.266727 0.0 0.0 0.0
C -0.269937 -1.946852 6.484389 0.0 0.0 0.0
C 0.029094 -2.833598 5.458675 0.0 0.0 0.0
C 0.367855 -2.351482 4.206793 0.0 -0.1 0.0
H -4.727769 1.946063 4.502119 0.0 0.0 0.0
H -4.227811 3.924375 5.870233 0.0 0.0 0.0
H -1.997955 4.986639 5.759335 0.0 0.0 0.0
H -0.267550 4.068587 4.244426 0.0 0.0 0.0
H -0.762452 2.107852 2.860553 0.0 0.0 0.0
H -5.653130 -1.083327 2.404278 0.0 0.0 0.0
H -7.802199 -0.526522 1.293719 0.0 0.0 0.0
H -8.056727 1.633158 0.120833 0.0 0.0 0.0
H -6.178546 3.242653 0.061224 0.0 0.0 0.0
H -4.049823 2.694722 1.172905 0.0 0.0 0.0
H 0.942170 2.006449 0.661717 0.0 0.0 0.0
H 2.469484 3.928890 0.671901 0.0 0.0 0.0
H 4.102210 4.209952 2.508879 0.0 0.0 0.0
H 4.219780 2.538112 4.324371 0.0 0.0 0.0
H 2.743820 0.571698 4.297742 0.0 0.0 0.0
H 0.118581 0.986947 4.852851 0.0 -0.1 0.0
H -0.469180 0.110874 7.068161 0.0 0.0 0.0
H -0.535428 -2.326014 7.462303 0.0 0.0 0.0
H -0.002630 -3.900315 5.633943 0.0 0.0 0.0
H 0.593338 -3.044612 3.405891 0.0 0.0 0.0
S -1.857793 -1.890686 -1.949402 -0.1 0.0 0.0
C -3.324269 -1.560639 -2.711027 -0.1 0.0 0.0
C -3.850787 -2.575665 -3.564310 0.1 -0.1 0.0
C -5.042001 -2.374412 -4.210371 0.0 0.0 0.0
C -5.741833 -1.178189 -4.018740 0.0 0.0 0.0
C -5.243813 -0.179268 -3.176905 0.0 0.0 0.0
C -4.049051 -0.352096 -2.524872 0.1 0.0 0.1
H -3.298730 -3.499282 -3.687447 0.0 0.0 0.0
H -5.445070 -3.139534 -4.859633 0.0 0.0 0.0
H -6.686429 -1.027218 -4.525371 0.0 0.0 0.0
H -5.810466 0.730725 -3.031882 0.0 0.0 0.0
H -3.665312 0.395432 -1.846165 0.0 0.0 0.0

=====

Entry 2:
14
Properties=species:S:1:pos:R:3:forces:R:3 method="wB97M-V/def2-TZVPD" lumo_energy_ev=1.00 orbital_gap_ha=0.3454 homo_ev=-8.40 energy_ev=-7256.67878 total_charge=0 relative_energy_kcal_mol=27.59
H -4.002886 -0.033985 0.214865 1.5 -0.5 -0.2
N -3.094671 -0.566650 0.169089 1.1 1.6 -0.4
C -2.069647 0.224434 -0.072730 -4.7 -0.9 0.5
N -0.807297 -0.209674 -0.199890 1.0 2.3 0.3
C 0.177599 0.779584 0.017767 0.7 -0.1 -0.2
C 1.490526 0.608658 0.106371 -0.7 -2.8 -0.1
C 2.133130 -0.781145 0.034636 0.9 -0.3 0.6
H -2.266178 1.311479 -0.211573 0.7 -0.6 0.2
H -0.612339 -1.178750 -0.270825 0.2 -0.7 0.2
H -0.122589 1.816803 0.125193 -0.8 -0.3 -0.3
H 2.083411 1.468536 0.072835 0.9 1.1 0.4
H 3.210492 -0.649674 -0.176998 -0.5 -0.1 -0.1
H 2.166437 -1.424211 1.009563 -0.6 1.2 -1.6
H 1.714009 -1.365410 -0.818306 0.2 0.2 0.8